1.
The following is a quantum chemistry calculation of a molecular structure, C37H51BrN6O6PSSr, from the OMol25 dataset.

The geometry in XYZ format:
```
104
Properties=species:S:1:pos:R:3:forces:R:3
Sr 0.35703 1.24718 0.12310 0.457 0.468 0.188
C 2.34104 2.01523 2.96279 1.215 0.495 0.205
O 1.09691 2.38848 2.44707 -1.190 0.625 0.507
C 0.66821 3.72565 2.81633 0.982 -0.072 -2.326
C -0.77768 3.88695 2.40139 0.032 1.369 1.530
O -0.98168 3.41372 1.11206 0.093 -0.052 -0.521
C -2.36420 3.45632 0.71090 1.577 1.552 -0.002
C -2.43471 2.91772 -0.69593 -2.270 -0.004 0.453
O -2.03267 1.57395 -0.71479 -0.388 -0.821 -0.125
C -2.74282 0.78998 -1.70145 0.774 -0.499 -0.381
H 3.07371 2.83875 2.87402 -0.243 -0.218 -0.014
H 2.67488 1.21409 2.33831 0.382 -0.513 -0.309
H 2.37160 1.66293 4.00284 -0.575 0.236 -0.007
H 1.28121 4.42371 2.19089 -0.217 -0.326 0.632
H 0.84892 3.91500 3.85894 -0.153 0.086 0.531
H -1.07571 4.99589 2.54160 0.380 -1.539 -0.397
H -1.35098 3.30547 3.11310 -0.621 -0.225 0.193
H -2.66863 4.54331 0.67942 0.007 -1.016 0.148
H -2.92424 2.91691 1.49129 -0.245 -0.040 -0.632
H -1.95283 3.50570 -1.49927 -0.066 -0.098 0.644
H -3.55050 2.93594 -0.79392 0.571 0.098 -0.773
H -3.84981 1.00360 -1.59769 1.271 -0.400 -0.451
H -2.46987 -0.28840 -1.55433 -0.562 0.946 0.402
H -2.27080 0.96688 -2.70847 -1.069 0.366 0.692
N 4.36057 0.84665 -2.10946 -0.377 -0.205 1.682
C 4.04953 1.75630 -3.10672 -0.125 -0.957 -2.893
C 4.20640 1.27348 -4.41764 0.379 1.007 -0.854
C 4.02343 2.14744 -5.50536 -0.298 -0.876 1.061
C 3.50109 3.42221 -5.26584 1.085 -1.916 0.778
C 3.24898 3.87000 -3.97878 0.215 -0.801 -0.822
C 3.51169 3.00713 -2.92872 0.158 0.755 2.253
S 3.31619 3.47147 -1.16118 -0.145 -0.682 -0.803
N 2.97559 1.90707 -0.45323 0.706 0.332 -0.815
C 3.60430 0.89912 -0.94825 0.443 -0.587 0.045
C 3.52696 -0.41842 -0.24656 -0.885 -0.761 0.470
C 4.33316 -1.51332 -0.60542 0.702 0.084 0.733
C 4.08290 -2.75790 -0.04151 -1.739 0.984 1.208
C 3.04129 -2.85507 0.88421 -0.341 0.409 0.120
C 2.29875 -1.71716 1.23049 1.505 -0.006 -1.225
N 2.53814 -0.52146 0.67221 0.093 -0.504 -0.640
H 4.61480 -0.10013 -2.43889 -0.344 1.154 0.323
H 4.56518 0.25998 -4.62343 -0.084 0.280 0.297
H 4.25757 1.77576 -6.51090 -0.271 0.375 0.413
H 3.37265 3.96654 -6.12922 -0.535 1.789 -1.426
H 2.90169 4.87240 -3.88846 -0.370 0.480 0.592
H 5.29915 -1.38710 -1.09471 -0.494 0.106 -0.466
H 4.59531 -3.66013 -0.21609 1.051 -0.594 -0.588
H 2.80975 -3.79854 1.37197 0.043 0.083 -0.159
H 1.50077 -1.76576 1.92965 -0.367 0.089 0.426
Br 0.28505 4.31932 -7.18666 0.078 -0.360 0.584
C 0.16402 2.66540 -6.20448 -0.632 -0.877 -2.840
C -0.12706 1.52189 -6.98965 0.403 -1.008 1.969
C -0.23942 0.26060 -6.33775 0.024 0.495 0.430
C -0.15700 0.18277 -4.93632 1.203 1.454 -0.267
C 0.12607 1.35340 -4.20853 0.068 -0.613 -0.871
C 0.30392 2.56562 -4.87367 -0.534 0.754 2.384
C 0.26968 1.36959 -2.71056 -0.785 -1.290 -0.833
O 0.21542 0.22388 -2.12649 0.506 0.986 0.038
O 0.31654 2.48815 -2.16874 0.303 -0.115 0.973
H -0.18519 1.59642 -8.04457 -0.120 0.065 -0.788
H -0.35073 -0.71666 -6.82906 -0.086 0.846 -0.363
H -0.06812 -0.74850 -4.41363 -0.479 -0.422 0.101
H 0.40265 3.42306 -4.19630 0.286 -0.189 -0.625
O -0.50573 -0.50372 1.53956 1.159 0.967 -0.888
P -1.30926 -1.60517 2.06231 -3.113 -1.807 1.676
N -2.81355 -1.11432 2.56824 0.897 -0.660 -0.293
C -3.44355 -1.35794 3.85935 -0.319 0.960 0.294
C -4.90878 -1.62803 3.53082 -0.080 0.240 -0.560
C -5.06205 -0.53036 2.43892 0.235 0.080 0.278
C -3.75416 -0.56168 1.60575 -0.218 0.905 0.981
N -1.59583 -2.79412 0.97382 1.062 -0.218 -0.950
C -0.82522 -2.97782 -0.27927 0.354 0.129 -0.067
C -1.49245 -4.16044 -0.94642 -0.437 -0.834 -0.496
C -2.04627 -4.99659 0.21355 0.108 0.171 -0.411
C -2.48083 -3.94915 1.19320 -0.695 1.112 -0.353
N -0.80542 -2.36727 3.45681 0.462 1.831 0.428
C -0.46159 -1.41424 4.55704 0.435 0.469 0.244
C 1.06320 -1.48834 4.68813 0.407 -0.817 0.792
C 1.42343 -2.97172 4.28638 0.153 1.581 -1.575
C 0.22078 -3.38653 3.40971 -0.183 -1.698 -0.586
H -3.41677 -0.37993 4.38196 0.111 -0.621 0.494
H -2.91629 -2.12994 4.39487 -0.047 -0.129 0.253
H -5.63139 -1.52985 4.38321 0.815 0.021 -0.758
H -4.99705 -2.63939 3.09589 -0.130 0.359 0.128
H -4.99156 0.44850 2.93813 -0.571 -0.281 0.057
H -5.96552 -0.56870 1.84871 -0.210 -0.047 -0.154
H -3.47293 0.50557 1.41377 -0.200 -0.942 -0.622
H -3.77694 -1.19290 0.72062 -0.130 0.216 -0.340
H 0.26235 -3.09357 -0.18779 -0.111 -0.382 0.635
H -0.90195 -2.09571 -0.87093 -0.227 0.795 -0.657
H -0.92711 -4.72530 -1.71439 0.135 0.378 0.757
H -2.36340 -3.81514 -1.48711 -0.305 0.358 -0.223
H -1.32915 -5.66372 0.65151 0.589 -0.318 0.151
H -2.91678 -5.57057 -0.05375 -0.163 -0.435 -0.342
H -2.40132 -4.26616 2.19443 -0.053 -0.476 1.345
H -3.53928 -3.68824 0.99229 0.405 0.148 0.180
H -0.98331 -1.70691 5.46187 0.006 -0.195 0.248
H -0.70629 -0.34149 4.39327 -0.362 -0.829 -0.409
H 1.44553 -1.24708 5.70029 -0.428 -0.169 -0.420
H 1.48509 -0.71206 4.04299 0.184 -0.462 -0.288
H 1.50434 -3.66038 5.10558 0.098 0.016 0.574
H 2.36793 -3.00454 3.69967 -0.507 -0.027 0.529
H -0.17328 -4.33713 3.81250 -0.045 0.312 -0.062
H 0.38427 -3.61841 2.33462 0.541 0.115 0.619
```
Forces are in eV/Å.

Kohn-Sham gap (eV): 7.384
HOMO energy (eV): -10.0
Relative energy (zero: lowest compared OMol25 entry of this formula, charge and spin) (kJ/mol): 122.5
Net charge: +1

---

2.
The following is a quantum chemistry calculation of 8 unconnected molecules or ions with the total composition C37H51FN10O4P, from the OMol25 dataset.

The geometry in XYZ format:
```
104
Properties=species:S:1:pos:R:3:forces:R:3
C -7.80155 0.10086 1.06779 -0.228 -0.548 0.422
C -6.82236 -0.10825 0.41711 0.536 0.188 0.111
C -5.55220 -0.37596 -0.25978 -0.630 0.257 -0.100
C -5.01697 0.84151 -1.05881 -0.244 -0.997 -0.633
C -4.67709 0.38829 -2.47744 -0.287 0.079 0.309
O -3.68566 -0.62570 -2.40035 0.152 0.256 -0.159
C -2.50591 -0.15383 -1.86386 0.048 -0.729 -0.184
F -2.04162 0.85549 -2.68088 -0.034 0.013 -0.051
O -1.63409 -1.22928 -1.83052 -0.958 0.454 0.507
N -0.57112 -1.14635 -2.86771 0.820 -0.070 -1.075
O -0.20083 -2.19306 -3.12898 -0.103 0.281 0.192
C -2.62609 0.43873 -0.45382 0.830 0.114 -0.545
C -1.25041 1.04494 -0.07804 0.684 -0.944 0.882
N -0.47577 0.09879 0.75028 -0.628 0.386 0.116
N -3.75516 1.42556 -0.46849 -0.554 1.026 -0.675
P -3.97663 2.26844 1.17609 0.347 -0.372 2.361
C -5.68624 2.86706 1.28288 0.205 0.438 -0.544
O -3.12344 3.66924 1.01350 -0.354 -0.670 -0.968
H -8.61003 0.05199 1.76082 -0.199 0.368 -0.193
H -4.85277 -0.77371 0.47216 0.141 0.047 -0.014
H -5.75067 -1.17582 -0.97138 0.264 -0.130 -0.027
H -5.80334 1.58473 -1.15294 0.247 0.357 0.325
H -4.38914 1.22072 -3.12436 0.258 -0.004 0.041
H -5.56840 -0.05261 -2.91429 0.014 -0.153 -0.031
H -2.80881 -0.38583 0.22627 -0.474 0.171 0.189
H -1.32267 1.95047 0.52217 -0.165 0.143 -0.153
H -0.62773 1.25397 -0.94423 -0.335 0.238 -0.224
H -0.62979 -0.85769 0.44875 0.197 0.005 -0.158
H -0.84434 0.15483 1.69454 0.234 -0.123 0.111
H -3.47118 2.15504 -1.13740 -0.036 -0.056 -0.082
H -6.25897 2.20027 1.91875 -0.064 -0.222 -0.181
H -5.60332 3.81502 1.82278 0.192 0.017 0.025
H -6.19502 3.08768 0.34594 -0.133 -0.055 0.029
H -2.66080 3.73076 0.16820 0.159 0.469 0.139
N 0.49967 -5.52056 0.59512 0.028 0.161 0.026
C -0.18151 -4.99776 -0.46850 0.007 -0.118 0.032
C -0.18802 -3.63590 -0.33389 0.111 -0.106 0.222
C 0.52242 -3.32529 0.85964 -0.024 0.077 0.030
C 0.93589 -4.50765 1.40956 -0.052 -0.179 -0.038
H 0.65517 -6.49974 0.75003 -0.051 -0.038 -0.077
H -0.59883 -5.63704 -1.22723 -0.002 0.011 -0.010
H -0.64585 -2.94736 -1.01184 -0.055 -0.121 0.093
H 0.71403 -2.34570 1.26745 0.109 -0.040 0.008
H 1.50133 -4.71340 2.30304 -0.005 0.049 0.013
N -2.17319 5.64015 -5.03189 0.007 -0.107 0.119
C -2.44970 5.89167 -3.72104 -0.043 0.148 -0.041
C -2.35530 4.70520 -3.04241 0.031 -0.170 -0.019
C -2.00372 3.69973 -3.98850 -0.031 0.019 0.091
C -1.89831 4.31233 -5.20701 -0.041 0.122 -0.045
H -2.17135 6.32997 -5.76161 0.018 0.023 -0.005
H -2.68719 6.88549 -3.38336 0.002 -0.007 0.024
H -2.51939 4.57756 -1.98144 -0.033 0.084 0.024
H -1.84374 2.65710 -3.79516 0.076 -0.038 -0.076
H -1.65157 3.91978 -6.17802 0.007 -0.023 0.011
N 3.35353 -7.40888 1.67215 0.059 -0.081 -0.018
C 3.72195 -8.59847 2.24441 -0.048 -0.006 -0.008
C 4.94766 -8.93996 1.74226 0.007 0.011 -0.001
C 5.33780 -7.91544 0.83587 -0.082 -0.064 -0.027
C 4.33482 -6.98516 0.81565 -0.083 -0.024 -0.108
H 2.49932 -6.92113 1.85264 0.046 0.075 0.118
H 3.08311 -9.09490 2.95446 0.016 -0.013 0.006
H 5.50627 -9.82465 1.99663 0.007 0.001 0.006
H 6.25098 -7.86782 0.26715 0.020 0.015 0.025
H 4.23294 -6.06186 0.27056 0.012 0.009 0.009
N 0.69698 4.15172 -0.85636 -0.034 -0.075 0.094
C 1.22069 4.50051 0.36276 -0.079 -0.057 -0.021
C 2.55405 4.19941 0.34455 0.034 -0.039 0.012
C 2.84792 3.65009 -0.93384 -0.014 -0.020 0.037
C 1.68464 3.63614 -1.65322 -0.073 -0.087 -0.021
H -0.26084 4.26169 -1.12933 0.036 0.185 -0.196
H 0.60161 4.93033 1.13208 0.026 0.033 0.006
H 3.24483 4.35530 1.15568 0.008 0.010 -0.003
H 3.80748 3.31013 -1.28381 0.027 0.068 -0.014
H 1.47257 3.30665 -2.65652 0.012 0.040 -0.014
N 6.23837 1.97734 -2.31420 0.038 0.054 -0.008
C 6.86174 2.72215 -1.34849 -0.066 -0.043 0.006
C 8.16415 2.89652 -1.72946 0.007 0.018 -0.002
C 8.33333 2.23543 -2.97651 0.014 -0.007 -0.002
C 7.12837 1.67977 -3.31085 -0.042 -0.032 0.003
H 5.27785 1.69134 -2.29451 -0.004 -0.036 0.009
H 6.32715 3.05985 -0.47705 0.026 -0.002 0.018
H 8.91367 3.43791 -1.17751 0.002 0.006 -0.001
H 9.23682 2.17573 -3.55944 0.002 0.005 -0.003
H 6.82852 1.10087 -4.16737 0.019 -0.002 -0.008
N 8.29329 -3.65177 0.15666 -0.050 -0.007 0.026
C 7.25725 -4.54646 0.18346 0.014 0.006 -0.035
C 7.04457 -4.90618 1.48780 0.054 0.127 0.044
C 7.98836 -4.19540 2.27896 -0.006 0.021 -0.008
C 8.74183 -3.43070 1.42946 0.032 0.013 -0.027
H 8.66733 -3.22407 -0.66944 0.008 0.012 -0.007
H 6.76401 -4.84907 -0.72497 0.007 -0.024 0.002
H 6.29858 -5.59777 1.83395 0.020 -0.027 0.035
H 8.10033 -4.24207 3.34912 0.005 -0.005 0.003
H 9.55526 -2.75195 1.61983 0.007 -0.010 0.014
N -5.90163 2.10319 5.20546 -0.011 -0.011 -0.146
C -7.11237 1.58629 5.58458 0.021 -0.014 -0.043
C -7.90221 2.62718 5.99116 -0.020 0.012 -0.039
C -7.14078 3.81953 5.84964 -0.027 0.013 -0.040
C -5.91225 3.46481 5.36239 0.038 -0.023 -0.066
H -5.12520 1.56480 4.86948 0.043 -0.021 0.097
H -7.30435 0.52810 5.53416 0.000 -0.003 0.051
H -8.91329 2.54542 6.35234 0.001 0.003 0.016
H -7.45963 4.82135 6.08246 0.000 0.001 0.015
H -5.04810 4.05927 5.11744 0.012 0.012 0.068
```
Forces are in eV/Å.

Kohn-Sham gap (eV): 6.020
HOMO energy (eV): -9.2
Net charge: +1